1.
Molecular formula: C42H37BrFNO13
Method: DFT, wB97M-V/def2-TZVPD

XYZ file:
```
95
Properties=species:S:1:pos:R:3:mulliken_charge:R:1
C 3.926 3.054 2.533 0.434
H -5.311 -2.489 -1.032 0.582
H -5.134 0.656 4.251 0.474
C 0.085 -1.042 -8.302 -0.411
H -2.642 -6.237 2.618 0.422
C 7.274 -2.181 0.663 0.347
C -0.059 -3.880 2.773 -0.538
C -0.691 -2.112 -8.448 -0.391
H -1.389 -0.196 0.636 -0.140
C -2.069 2.846 5.430 -0.439
H 1.014 -3.870 2.918 0.468
H 3.908 3.834 4.577 0.447
O 7.216 -3.221 0.047 -0.543
H -1.188 3.404 5.721 0.455
H 0.473 -1.327 -0.218 0.302
C -5.613 -2.220 -2.036 -0.406
H -0.309 -1.784 2.582 0.645
C -1.609 0.848 0.475 0.154
H 9.120 0.739 0.832 0.443
O -0.712 1.248 4.357 -0.544
C -0.714 -5.212 2.792 0.273
H 5.683 -0.488 3.225 0.461
C 0.129 3.541 1.280 -0.606
H -1.764 0.685 -5.883 0.529
H -3.496 4.140 6.311 0.414
H 1.220 0.213 -2.671 0.530
H -8.104 -3.092 -4.333 0.409
F -3.645 -0.053 -0.003 -0.169
N -2.770 0.996 -0.410 -0.257
O -7.402 -3.747 -1.925 -0.553
H -2.826 -0.080 3.664 0.342
C -0.269 0.042 -7.351 0.250
H 5.564 -2.632 1.956 0.450
H -0.729 1.846 -2.128 0.296
O -4.782 -0.148 -4.794 -0.573
C -0.419 1.639 0.004 0.527
C 6.375 -0.732 2.428 -0.297
O 0.444 1.014 -7.216 -0.560
H -3.965 -4.151 2.276 0.449
H 0.421 1.333 0.623 0.349
C -2.186 -5.256 2.600 -0.373
C -6.803 -2.919 -2.579 0.305
C -7.236 -2.568 -3.955 -0.422
H -6.874 -1.394 -5.681 0.440
C -0.764 -2.767 2.591 -0.235
H -0.452 -2.914 -9.135 0.411
H 1.806 -0.129 -0.191 0.226
O -5.611 2.816 5.612 -0.553
H 0.883 2.119 -1.570 0.292
C 6.370 4.527 2.251 0.366
H -0.095 4.589 1.435 0.351
C 5.611 4.531 3.527 -0.358
O -0.665 3.028 0.230 -0.516
C -4.959 -1.309 -2.752 -0.213
C 4.476 3.849 3.656 -0.464
H -0.031 2.990 2.207 0.194
O -2.653 -3.241 -7.803 -0.563
H 1.830 -1.480 -1.294 0.444
C -6.580 -1.661 -4.674 -0.381
H -3.283 1.812 -0.085 0.315
C -4.490 2.454 5.327 0.284
H 6.384 3.744 0.206 0.453
O -0.071 -6.225 2.961 -0.548
C 1.177 -0.759 -0.813 -1.361
Br -0.943 -0.951 -2.729 -0.153
C 5.813 3.737 1.126 -0.382
C 4.679 3.054 1.256 -0.295
H -3.214 -1.311 -6.156 0.331
C -2.297 -1.183 -6.718 -0.112
O -2.872 -1.795 2.228 -0.501
H 6.035 5.112 4.335 0.428
O 7.461 1.332 2.734 -0.539
C -5.389 -0.963 -4.129 0.241
C 0.495 0.072 -1.884 0.269
H 9.002 -1.405 -0.437 0.409
C -2.892 -4.143 2.419 -0.434
C -3.022 0.819 4.235 -0.058
C -1.945 -2.266 -7.667 0.311
C -4.254 1.213 4.547 -0.329
H 1.193 3.470 1.047 0.216
C -1.521 -0.113 -6.573 -0.232
C 6.311 -1.876 1.751 -0.419
H 4.258 2.468 0.448 0.461
C -1.836 1.604 4.651 0.418
H -4.088 -0.793 -2.369 0.543
C -3.300 3.239 5.744 -0.415
C 7.410 0.286 2.122 0.433
C 0.019 1.467 -1.445 -1.350
H 1.003 -0.909 -8.860 0.414
O 2.895 2.423 2.654 -0.519
C 8.374 -0.018 1.036 -0.372
H -1.882 1.241 1.457 0.083
O 7.404 5.146 2.132 -0.575
C 8.310 -1.162 0.359 -0.360
C -2.235 -2.814 2.398 0.369
```

Summary:
- SMILES string = CO[C@@H](CNF)C[C@@H](C)Br.O=C1C=CC(=O)C=C1.O=C1C=CC(=O)C=C1.O=C1C=CC(=O)C=C1.O=C1C=CC(=O)C=C1.O=C1C=CC(=O)C=C1.O=C1C=CC(=O)C=C1
- charge = 0
- gap between HOMO and LUMO (eV) = 8.04



2.
Molecular formula: C12H21Cl2CuN3O8
Method: DFT, wB97M-V/def2-TZVPD

XYZ file:
```
47
Properties=species:S:1:pos:R:3:lowdin_spin:R:1
C -0.899 -1.362 -3.631 0.005
Cu -1.485 -0.955 -0.517 0.374
C 0.493 -0.910 5.067 0.000
H 2.568 2.657 1.418 0.000
O 1.499 -4.874 -0.338 0.000
H 0.152 2.902 2.175 0.000
C -1.008 -1.014 5.093 0.000
O -5.468 0.464 -1.051 0.027
H 1.767 -0.576 -3.599 0.000
C 0.002 -0.802 2.565 0.000
O -4.400 -1.614 -0.623 0.319
C 0.920 3.660 2.331 0.000
O 0.718 -4.653 -2.439 0.004
C 1.348 -0.629 -4.604 0.000
H 0.582 4.129 -0.630 0.000
H 2.639 4.288 1.198 0.000
H 1.272 3.606 3.361 0.000
H 1.459 1.544 -4.495 0.000
C 1.039 -0.598 3.617 0.000
H -0.297 -1.387 -5.548 0.000
Cl -5.110 -0.472 -0.017 -0.042
H 0.975 -0.198 5.738 0.000
C 0.632 2.027 -0.538 0.000
H 0.758 -1.914 5.398 0.000
H 2.133 3.409 -0.967 0.000
N 0.124 1.010 -0.673 0.005
C 1.914 3.477 1.122 0.000
H 1.236 0.469 3.508 0.000
H -1.340 -1.884 4.526 0.000
C 0.859 0.784 -4.995 0.000
O -4.199 0.131 0.940 0.211
O -6.274 -0.880 0.724 0.072
H 1.109 0.998 -6.034 0.000
C 1.257 3.330 -0.323 0.000
H -1.379 -0.043 4.768 0.000
H -1.264 -0.983 6.152 0.000
H 2.099 -0.973 -5.315 0.000
C 0.207 -1.609 -4.608 0.001
O -0.013 -3.223 -0.909 0.008
O 2.181 -3.022 -1.581 0.001
N -0.798 -1.064 1.759 0.006
H 0.416 4.621 2.230 0.000
H 0.432 -2.676 -4.616 0.000
H 1.936 -1.133 3.305 0.000
N -1.782 -1.198 -2.845 0.009
H -0.169 1.077 -4.783 0.000
Cl 1.160 -3.938 -1.317 -0.001
```

Summary:
- charge = 0
- spin multiplicity = 2
- gap between HOMO and LUMO (alpha / beta) (eV) = 8.43 / 3.24



3.
Molecular formula: CH2ClNO2
Method: DFT, wB97M-V/def2-TZVPD

XYZ file:
```
7
Properties=species:S:1:pos:R:3:mulliken_charge:R:1
H 0.317 -0.076 0.802 0.280
O -1.827 1.433 -0.769 -0.535
N -1.749 0.546 0.007 0.907
O -2.524 0.283 0.852 -0.495
C -0.487 -0.295 -0.182 -0.393
Cl -0.825 -2.056 -0.200 -0.132
H -0.097 -0.104 -1.083 0.368
```

Summary:
- SMILES string = O=[N+]([O-])CCl
- charge = 0
- gap between HOMO and LUMO (eV) = 11.39
- relative energy (zero: lowest compared OMol25 entry of this formula, charge and spin) (eV) = 3.3091



4.
Molecular formula: C7H17NO
Method: DFT, wB97M-V/def2-TZVPD

XYZ file:
```
26
Properties=species:S:1:pos:R:3:mulliken_charge:R:1
H 0.425 2.880 0.249 0.348
C 0.540 0.598 -1.561 -0.982
C 0.837 -0.053 -0.217 0.586
H 0.963 -0.600 2.256 0.340
H 1.454 0.969 2.896 0.273
H -0.889 -1.819 -2.960 0.183
H -2.837 -3.294 -0.987 0.264
H 2.521 0.138 1.980 0.296
N 0.844 0.856 0.804 0.133
H 1.450 1.052 -1.958 0.343
H -0.710 3.634 2.113 0.314
C -0.178 2.702 2.286 -1.476
C 0.072 2.098 0.936 -0.246
H -0.217 1.365 -1.418 0.312
C -2.632 -2.452 -1.654 -0.818
H -0.882 1.886 0.438 0.367
O 1.052 -1.238 -0.087 -0.606
H -1.300 -3.508 -2.953 0.342
C 1.446 0.329 2.021 -0.998
H -0.956 2.125 2.841 0.396
H 0.345 2.684 3.235 0.411
C -1.285 -2.609 -2.325 -0.718
H -0.469 -2.825 -1.632 0.226
H -3.452 -2.408 -2.367 0.295
H 0.274 -0.110 -2.330 0.167
H -2.643 -1.626 -0.941 0.249
```

Summary:
- SMILES string = CCN(C)C(C)=O.CC
- charge = 0
- gap between HOMO and LUMO (eV) = 9.80
- relative energy (zero: lowest compared OMol25 entry of this formula, charge and spin) (eV) = 2.0443



5.
Molecular formula: C4H7N2S2
Method: DFT, wB97M-V/def2-TZVPD

XYZ file:
```
15
Properties=species:S:1:pos:R:3:mulliken_charge:R:1
C -1.841 1.446 -0.073 -0.019
H -0.119 1.712 -1.261 0.489
H 2.252 0.586 1.432 0.244
N 1.327 -1.750 0.409 -0.252
C -0.402 -0.362 -0.961 -0.135
H 0.794 -2.554 0.088 0.220
H 0.229 -0.705 -1.799 0.429
N 1.410 0.569 0.830 -0.339
S -1.816 -1.457 -0.304 -0.026
C 0.900 -0.567 0.277 0.506
H 1.207 1.504 0.461 0.230
C -0.867 1.029 -0.849 -1.004
S -2.764 0.120 0.661 -0.019
H -2.382 2.349 0.092 0.440
H 2.072 -1.920 0.996 0.235
```

Summary:
- SMILES string = NC(=[NH2+])[C@@H]1C=CSS1
- charge = +1
- gap between HOMO and LUMO (eV) = 8.59
- relative energy (zero: lowest compared OMol25 entry of this formula, charge and spin) (eV) = 1.4214



6.
Molecular formula: C21H26BrN3O4Te4Ti
Method: DFT, wB97M-V/def2-TZVPD

XYZ file:
```
60
Properties=species:S:1:pos:R:3:lowdin_spin:R:1
H -3.343 -4.218 -1.215 0.000
C -4.444 1.742 -1.138 0.001
C -0.295 -2.651 1.472 0.003
Te -0.423 -0.461 -2.309 0.017
H -0.463 -3.606 1.955 -0.001
H 7.311 -1.312 -1.441 0.000
C -1.187 2.438 1.932 0.127
C 2.849 -0.134 -0.655 0.009
H 4.901 -1.859 -1.150 0.000
Ti 0.232 0.437 0.171 0.919
N 1.240 -1.395 0.147 -0.011
H 1.724 -3.939 -0.738 0.002
H -1.989 -2.607 3.487 0.000
H -5.406 -0.293 -0.365 0.000
H -4.824 -2.411 -1.088 0.000
C -2.526 -3.490 -1.356 0.000
H -4.058 -0.699 0.718 0.000
H 6.376 2.852 -1.049 0.000
C 4.310 0.173 -0.950 0.000
H -1.933 -0.835 3.590 0.002
H 2.685 -3.650 0.690 0.003
H -1.612 -3.892 -0.917 0.000
C -3.998 -1.682 -1.167 0.000
Br -0.600 6.078 3.807 0.053
C 6.067 1.815 -1.079 0.000
O -3.623 0.676 -0.733 0.001
Te -0.715 2.244 -1.707 0.023
H -3.885 -1.383 -2.216 0.000
Te -1.855 -0.741 -4.577 0.013
C 4.716 1.492 -0.928 0.001
C 7.002 0.810 -1.261 0.001
Te -1.835 3.410 -3.867 0.030
C 0.660 4.468 1.793 0.038
C 0.851 -2.546 0.618 0.053
H 1.377 5.268 1.665 0.001
O 2.059 0.845 -0.499 0.012
N 2.527 -1.365 -0.429 0.006
N -0.022 2.221 1.214 0.197
C 1.661 -3.772 0.338 0.008
O -1.070 -0.496 1.155 -0.002
H -3.799 2.521 -1.535 0.001
H -2.371 -3.329 -2.428 0.000
H -5.029 2.144 -0.295 0.000
C -2.101 -1.682 2.922 0.006
H 3.967 2.258 -0.779 0.000
C -0.480 4.630 2.593 0.259
C -1.129 -1.613 1.794 0.042
H 8.051 1.056 -1.386 0.000
H -2.347 3.693 3.184 0.000
H -5.135 1.437 -1.936 0.000
H -1.933 1.660 1.879 0.009
C -4.323 -0.473 -0.324 0.000
C 5.243 -0.832 -1.140 0.001
H -3.126 -1.612 2.552 0.002
C -1.418 3.588 2.638 0.036
H 1.208 -4.643 0.813 0.000
C 6.588 -0.518 -1.297 0.000
O -2.810 -2.284 -0.697 0.000
C 0.835 3.298 1.105 0.129
H 1.664 3.168 0.425 0.008
```

Summary:
- charge = -2
- spin multiplicity = 3
- gap between HOMO and LUMO (alpha / beta) (eV) = 4.13 / 4.39
- relative energy (zero: lowest compared OMol25 entry of this formula, charge and spin) (eV) = 1.5231



no.,molar mass (g/mol)
1,862.65
2,469.76
3,95.48
4,131.22
5,147.25
6,1022.63